Below is C36H32BrN5O5RuS as an isolated structure, with properties calculated with ωB97M-V/def2-TZVPD.

Properties
- Energy above the lowest of the compared OMol25 structures with the same formula, charge and spin: 0.0 kcal/mol
- HOMO-LUMO gap (alpha / beta): 7.69 / 7.28 eV
- ⟨S²⟩: 0.754
- Total charge: +1
- Multiplicity: 2
- M: 827.7 g/mol
- Highest occupied orbital energy (alpha / beta): -0.390 / -0.387 hartree

Structure (XYZ):
```
81
Properties=species:S:1:pos:R:3:forces:R:3:lowdin_spin:R:1
Ru 0.23770 -0.12434 0.15249 0.4 -0.1 0.1 0.850
O -2.92475 2.15404 -0.42581 -0.1 -0.1 0.1 0.027
C -1.96212 1.43880 -0.53441 0.2 0.3 -0.2 0.005
O -0.99490 1.35269 0.35460 0.0 -0.2 0.0 0.048
C -1.75730 0.60500 -1.78216 -0.1 -0.1 0.0 -0.001
C -2.61503 0.79693 -2.87656 0.0 0.0 0.0 -0.001
C -2.40613 0.05717 -4.00165 0.0 0.0 0.0 0.000
C -1.34139 -0.86950 -4.03656 0.0 0.0 0.0 -0.001
C -1.06363 -1.66026 -5.17783 0.0 0.0 0.0 0.000
C -0.01856 -2.53577 -5.17796 0.0 0.0 0.0 0.000
C 0.80140 -2.65556 -4.03444 0.0 0.0 0.0 0.000
C 0.55623 -1.90926 -2.91881 0.0 0.0 0.0 0.000
C -0.52526 -1.00324 -2.89028 0.1 0.0 0.0 -0.001
N -0.76188 -0.25735 -1.76869 -0.1 0.1 0.1 -0.005
H -3.40653 1.52547 -2.78172 0.0 0.0 0.0 0.000
H -3.03852 0.17244 -4.87331 0.0 0.0 0.0 0.000
H -1.69603 -1.55110 -6.04986 0.0 0.0 0.0 0.000
H 0.19153 -3.13475 -6.05342 0.0 0.0 0.0 0.000
H 1.63678 -3.34342 -4.04963 0.0 0.0 0.0 0.000
H 1.18530 -1.97817 -2.04714 0.0 0.0 0.0 0.000
C 2.73956 -2.29984 0.00584 0.0 0.0 0.1 0.003
O 1.35019 -2.05236 0.24861 -0.2 0.0 -0.2 0.006
C 0.51966 -3.10946 0.54947 0.0 0.0 0.1 0.000
C 0.89508 -4.42397 0.51463 0.0 0.0 0.0 0.000
C -0.04242 -5.41030 0.85978 0.0 0.0 0.0 0.000
Br 0.48138 -7.22202 0.79602 0.0 0.0 0.0 0.000
C -1.31038 -5.07191 1.23770 0.0 0.0 0.0 0.000
C -1.69535 -3.71816 1.28456 0.0 0.0 0.0 0.000
C -0.78476 -2.70497 0.93911 0.0 0.0 0.0 0.001
O -1.09428 -1.43891 0.99159 -0.1 0.0 -0.1 0.027
C -3.02797 -3.33731 1.69075 0.0 0.0 0.0 0.000
N -3.47548 -2.08389 1.77787 0.0 0.0 0.0 0.001
C -4.80017 -2.07941 2.19716 0.0 0.0 0.0 0.000
C -5.69257 -1.04264 2.43032 0.0 0.0 0.0 0.000
C -6.95892 -1.40539 2.84612 0.0 0.0 0.0 0.000
C -7.32071 -2.74866 3.02077 0.0 0.0 0.0 0.000
C -6.43075 -3.77923 2.78534 0.0 0.0 0.0 0.000
C -5.15970 -3.41185 2.36853 0.0 0.0 0.0 0.000
N -4.03039 -4.16112 2.04146 0.0 0.0 0.0 0.000
H 3.18527 -2.76431 0.88518 0.0 0.0 0.0 0.000
H 3.18239 -1.32670 -0.18057 0.0 0.0 0.0 0.000
H 2.86477 -2.94354 -0.86592 0.0 0.0 0.0 0.000
H 1.89459 -4.71849 0.23013 0.0 0.0 0.0 0.000
H -2.00466 -5.85913 1.49897 0.0 0.0 0.0 0.000
H -2.84713 -1.30997 1.56709 0.0 0.0 0.0 0.001
H -5.40967 -0.00821 2.29206 0.0 0.0 0.0 0.000
H -7.69130 -0.63478 3.04202 0.0 0.0 0.0 0.000
H -8.32397 -2.98385 3.34776 0.0 0.0 0.0 0.000
H -6.71384 -4.81402 2.91971 0.0 0.0 0.0 0.000
H -3.96213 -5.16385 2.06701 0.0 0.0 0.0 0.000
C 4.05599 3.77026 3.12284 0.0 0.0 0.0 0.000
C 4.50140 2.32588 2.94684 0.0 0.0 0.0 0.000
N 3.39641 1.35833 3.05034 0.0 -0.1 -0.1 0.000
C 3.21210 0.67687 4.33366 0.0 0.0 0.0 -0.001
C 2.31751 1.43965 5.30075 0.0 0.0 0.0 0.000
C 2.54992 1.19438 2.03076 -0.3 0.5 0.2 -0.002
S 1.15052 0.22278 2.26951 0.0 -0.1 0.0 -0.013
N 2.80293 1.97873 0.96048 0.1 -0.1 -0.1 0.002
C 2.40013 1.79414 -0.26126 0.2 -0.1 -0.1 0.007
O 1.76433 0.77396 -0.75027 -0.3 0.1 0.0 0.044
C 2.77207 2.83040 -1.26036 -0.1 0.0 0.0 0.002
C 3.63450 3.86973 -0.91733 0.0 0.0 0.0 0.001
C 3.95256 4.84320 -1.84805 0.0 0.0 0.0 0.000
C 3.41035 4.78668 -3.12578 0.0 0.0 0.0 0.000
C 2.55209 3.75300 -3.47267 0.0 0.0 0.0 0.000
C 2.23578 2.77422 -2.54463 0.0 0.0 0.0 0.000
H 4.91686 4.43152 3.01790 0.0 0.0 0.0 0.000
H 3.62368 3.93794 4.10813 0.0 0.0 0.0 0.000
H 3.31833 4.03933 2.36845 0.0 0.0 0.0 0.000
H 5.22007 2.05308 3.71897 0.0 0.0 0.0 0.000
H 4.98795 2.19312 1.98337 0.0 0.0 0.0 0.000
H 4.20435 0.53194 4.76051 0.0 0.0 0.0 0.000
H 2.79601 -0.30915 4.13448 0.0 0.0 0.0 0.000
H 2.75276 2.39983 5.57407 0.0 0.0 0.0 0.000
H 2.18526 0.85986 6.21460 0.0 0.0 0.0 0.000
H 1.33567 1.61407 4.86139 0.0 0.0 0.0 0.000
H 4.04694 3.90263 0.08153 0.0 0.0 0.0 0.000
H 4.62352 5.64818 -1.57946 0.0 0.0 0.0 0.000
H 3.65771 5.55021 -3.85162 0.0 0.0 0.0 0.000
H 2.12886 3.71119 -4.46753 0.0 0.0 0.0 0.000
H 1.56974 1.96286 -2.80437 0.0 0.0 0.0 0.000
```
Positions in Å, forces in eV/Å.

=====

Below is a single C24H31N3O5S molecule in a non-equilibrium geometry, with properties calculated with ωB97M-V/def2-TZVPD.

Properties
- SMILES string: COc1ccc(NS(=O)(=O)c2cc(NC(=O)CC3CCCC3)ccc2N2CCOCC2)cc1
- Energy above the lowest of the compared OMol25 structures with the same formula, charge and spin: 52.8 kcal/mol
- HOMO-LUMO gap: 8.22 eV
- Total charge: 0
- M: 473.6 g/mol
- Highest occupied orbital energy: -0.284 hartree

Structure (XYZ):
```
64
Properties=species:S:1:pos:R:3:forces:R:3:mulliken_charge:R:1
C -4.14048 -4.34308 -1.66860 0.0 -0.1 -0.2 -0.907
O -3.90579 -3.58306 -0.50814 0.2 0.2 0.3 -0.467
C -2.61425 -3.30144 -0.16591 0.0 0.1 0.1 0.736
C -1.49448 -3.63598 -0.92016 -0.3 0.0 -0.1 -0.655
C -0.22709 -3.28840 -0.48490 0.0 0.1 0.3 -0.260
C -0.05453 -2.58862 0.70438 -0.6 -0.4 -0.6 -0.396
N 1.22072 -2.22878 1.14148 1.0 0.2 -0.1 -0.215
S 2.54767 -1.75931 0.23296 -0.4 -0.1 0.5 1.257
O 3.59921 -1.68610 1.20223 -0.3 0.2 0.0 -0.674
O 2.69588 -2.65223 -0.87933 -0.3 0.1 0.0 -0.688
C 2.12746 -0.11133 -0.34657 0.3 -0.5 0.2 -0.222
C 0.80103 0.10276 -0.65658 -0.4 0.3 -0.2 0.254
C 0.32031 1.38077 -0.92027 0.5 -0.1 0.2 -0.208
N -1.03459 1.51771 -1.23258 -0.1 -0.3 -0.2 -0.147
C -1.80177 2.64810 -1.20785 -0.4 -0.4 -0.3 0.554
O -1.36702 3.75647 -0.98749 0.2 0.3 0.1 -0.651
C -3.26783 2.36776 -1.47674 -0.2 0.1 0.1 -1.433
C -4.05506 2.04017 -0.19747 0.2 0.0 -0.1 0.398
C -3.55672 0.82655 0.59294 -0.3 0.0 0.1 -0.253
C -4.23053 1.02001 1.94717 0.1 0.0 0.0 -0.868
C -4.04229 2.51528 2.21731 -0.1 0.0 0.1 -0.698
C -4.05534 3.18583 0.83143 0.0 0.1 0.0 -0.835
C 1.20971 2.45137 -0.84043 -0.2 0.0 0.0 -0.802
C 2.54419 2.22599 -0.58384 0.2 -0.3 0.0 -0.620
C 3.05901 0.93547 -0.36783 -0.2 0.2 -0.1 0.264
N 4.39536 0.69758 -0.16266 0.4 0.1 0.2 0.504
C 5.08975 -0.31225 -0.94178 0.4 -0.1 0.0 -0.630
C 6.26647 -0.85405 -0.13066 -0.3 -0.2 -0.2 -0.520
O 7.13880 0.19014 0.24772 0.2 0.0 -0.1 -0.411
C 6.45122 1.14709 1.01279 -0.2 0.4 0.0 -0.802
C 5.28848 1.76740 0.22705 0.2 -0.2 0.2 -0.761
C -1.17769 -2.26013 1.46410 0.2 0.0 -0.1 -0.183
C -2.43861 -2.61606 1.03661 -0.1 -0.2 -0.2 -0.626
H -3.65458 -5.32213 -1.61304 0.0 0.0 0.0 0.363
H -5.21970 -4.47915 -1.71749 0.1 0.0 0.0 0.246
H -3.80191 -3.82035 -2.56945 0.0 0.0 0.0 0.342
H -1.59032 -4.17500 -1.84904 0.0 -0.1 -0.1 0.441
H 0.64130 -3.54387 -1.06958 0.0 -0.1 -0.1 0.502
H 1.26276 -1.81687 2.05993 0.1 0.1 0.1 0.270
H 0.12483 -0.73715 -0.67909 -0.2 0.0 0.0 0.290
H -1.51802 0.64118 -1.37215 0.0 0.2 0.0 0.208
H -3.69867 3.26638 -1.92156 0.1 -0.1 -0.1 0.407
H -3.36784 1.54322 -2.18565 0.0 0.0 -0.1 0.388
H -5.08772 1.83817 -0.50283 0.1 0.0 0.0 0.495
H -3.81601 -0.12109 0.12091 0.1 -0.1 -0.1 0.319
H -2.47523 0.87008 0.72890 0.1 0.0 0.0 -0.006
H -3.79343 0.39821 2.72712 -0.1 -0.1 0.1 0.385
H -5.29210 0.77943 1.87031 -0.1 -0.1 0.0 0.376
H -3.08131 2.68196 2.70485 0.0 0.0 0.1 0.280
H -4.81954 2.90961 2.87013 0.0 0.0 0.1 0.364
H -4.93246 3.81884 0.70196 0.0 0.1 0.0 0.384
H -3.17474 3.81233 0.69791 0.0 0.1 0.0 0.212
H 0.84779 3.45328 -1.00110 0.0 0.0 0.0 0.496
H 3.21428 3.07033 -0.57846 0.1 0.1 0.0 0.522
H 4.41666 -1.12443 -1.20526 0.2 0.1 -0.2 0.296
H 5.47548 0.14987 -1.86604 0.0 -0.1 0.0 0.384
H 6.85837 -1.54698 -0.72959 -0.1 0.0 0.0 0.353
H 5.87333 -1.36547 0.75685 0.1 0.0 -0.1 0.341
H 7.18271 1.91172 1.28167 -0.1 0.0 0.0 0.373
H 6.04999 0.67930 1.92394 0.0 0.1 0.0 0.340
H 4.76210 2.47148 0.87181 0.0 0.0 0.0 0.477
H 5.68878 2.29838 -0.65097 0.0 0.1 0.1 0.381
H -1.05534 -1.72723 2.39570 0.0 0.1 0.1 0.307
H -3.31063 -2.36968 1.62091 -0.1 0.0 0.1 0.428
```
Positions in Å, forces in eV/Å.

=====

Below is C52H61F3N4O4P2S4SeSiTa as an isolated structure in a non-equilibrium geometry, with properties calculated with ωB97M-V/def2-TZVPD.

Properties
- Energy above the lowest of the compared OMol25 structures with the same formula, charge and spin: 11.8 kcal/mol
- HOMO-LUMO gap: 7.38 eV
- Total charge: +3
- M: 1341.3 g/mol
- Highest occupied orbital energy: -0.555 hartree

Structure (XYZ):
```
133
Properties=species:S:1:pos:R:3:forces:R:3:mulliken_charge:R:1
Ta -1.07905 -0.75952 -1.27759 -0.2 2.9 0.1 1.055
N 0.58535 -1.50739 0.28885 -0.7 -2.4 0.5 -0.534
S 1.25195 -1.95594 1.65490 0.2 2.5 -0.6 1.116
N 2.11032 -0.62761 2.04068 0.1 0.1 0.1 0.226
S 1.70485 0.72706 2.67514 0.2 -0.2 0.0 0.558
N 0.44930 1.53845 2.25174 -0.1 0.0 -0.2 0.011
S -0.09212 1.86415 0.75186 0.0 -0.1 0.4 1.465
N -0.88559 0.81858 0.09431 -0.2 -0.8 -0.6 -0.046
C -1.06611 3.29825 1.08099 -0.1 0.1 -0.1 -0.245
C -0.97931 4.04286 2.24771 0.1 -0.1 0.0 -0.185
C -1.74653 5.19292 2.36112 0.0 0.0 0.0 -0.936
C -2.56571 5.59383 1.31522 0.0 0.0 0.0 -0.910
C -2.63591 4.84353 0.14652 0.0 0.0 0.0 -0.864
C -1.88577 3.68568 0.02359 0.0 0.0 0.0 -0.557
C 1.30825 2.46211 -0.15661 0.1 0.0 0.0 0.455
C 2.20921 1.51822 -0.63554 0.0 0.0 -0.1 1.593
C 3.38661 1.96362 -1.21601 0.0 0.0 0.0 -1.204
C 3.64669 3.32245 -1.33240 0.0 0.0 0.0 -1.396
C 2.72233 4.25102 -0.87567 0.0 0.0 0.0 -1.241
C 1.54731 3.82616 -0.27480 0.0 0.0 0.0 -0.399
C 3.19053 1.66849 2.47092 -0.1 0.1 0.1 1.008
C 3.10542 3.02803 2.74855 0.0 0.0 0.0 -0.707
C 4.26075 3.78962 2.69336 0.0 0.0 0.0 -0.770
C 5.47338 3.18954 2.37824 0.0 0.0 0.0 -0.703
C 5.53744 1.82951 2.10971 0.0 0.0 0.0 -0.784
C 4.39171 1.05049 2.15531 0.0 0.0 0.0 -0.407
C 1.49903 0.58379 4.42652 0.0 0.0 0.0 1.000
C 0.44761 1.19701 5.08783 0.0 0.0 0.0 -0.222
C 0.38098 1.07836 6.46939 0.0 0.0 -0.1 -0.921
C 1.35024 0.36460 7.15728 0.0 0.0 0.0 -0.665
C 2.40305 -0.23590 6.47581 0.0 0.0 0.0 -0.939
C 2.48856 -0.12603 5.09911 0.0 0.0 0.0 -0.920
C 0.19522 -2.23994 3.06427 0.1 -0.1 -0.3 1.305
C 0.40794 -3.30181 3.92666 0.0 0.0 0.1 -0.882
C -0.47015 -3.45627 4.98837 0.0 0.0 0.0 -1.099
C -1.54780 -2.59166 5.14016 0.0 0.0 0.0 -1.029
C -1.76186 -1.57048 4.22704 0.0 0.1 0.0 -0.976
C -0.88676 -1.38213 3.16619 -0.1 0.0 0.2 0.520
C 2.64766 -3.05158 1.55473 -0.3 -0.1 -0.1 0.571
C 3.41362 -3.26454 2.69006 0.1 0.0 0.0 -0.261
C 4.50768 -4.11021 2.58160 0.0 0.0 0.0 -1.142
C 4.81888 -4.69678 1.36208 0.0 0.0 0.0 -0.868
C 4.04836 -4.44202 0.23641 0.0 0.0 0.0 -0.976
C 2.93586 -3.61830 0.32377 0.1 0.0 0.1 -0.635
H -0.33430 3.72909 3.05650 0.0 0.0 0.0 0.253
H -1.70110 5.78058 3.26776 0.0 0.0 0.0 0.510
H -3.15280 6.49733 1.40885 0.0 0.0 0.0 0.454
H -3.27277 5.16888 -0.66509 0.0 0.0 0.0 0.559
H -1.91913 3.08928 -0.88219 0.0 0.0 0.0 0.706
H 2.00295 0.45602 -0.56027 0.0 0.0 0.0 -0.451
H 4.10976 1.24476 -1.57678 0.0 0.0 0.0 0.789
H 4.56960 3.65739 -1.78662 0.0 0.0 0.0 0.548
H 2.91818 5.30979 -0.97810 0.0 0.0 0.0 0.576
H 0.84077 4.55747 0.09093 0.0 0.0 0.0 0.596
H 2.15877 3.48729 3.00203 0.0 0.0 0.0 0.329
H 4.21639 4.84894 2.90563 0.0 0.0 0.0 0.515
H 6.37525 3.78586 2.34753 0.0 0.0 0.0 0.447
H 6.48519 1.36789 1.86792 0.0 0.0 0.0 0.507
H 4.42980 -0.00830 1.94093 0.0 0.0 0.0 0.551
H -0.30658 1.74297 4.53966 0.0 0.0 0.0 0.405
H -0.43040 1.54950 7.00708 0.0 0.0 0.0 0.525
H 1.29331 0.28115 8.23422 0.0 0.0 0.0 0.471
H 3.16463 -0.77729 7.01996 0.0 0.0 0.0 0.495
H 3.32095 -0.56633 4.56460 0.0 0.0 0.0 0.431
H 1.20792 -4.01207 3.77393 0.0 0.0 0.0 0.709
H -0.32423 -4.27064 5.68452 0.0 0.0 0.0 0.552
H -2.23580 -2.73358 5.96249 0.0 0.0 0.0 0.514
H -2.61709 -0.91592 4.33512 0.0 0.0 0.0 0.609
H -1.06442 -0.60699 2.43115 0.1 0.0 0.0 0.041
H 3.17733 -2.78396 3.62994 0.0 0.0 0.0 0.552
H 5.11996 -4.30925 3.45037 0.0 0.0 0.0 0.515
H 5.67192 -5.35782 1.29138 0.0 0.0 0.0 0.464
H 4.30629 -4.89573 -0.71064 0.0 0.0 0.0 0.523
H 2.32012 -3.41514 -0.54194 0.0 0.0 0.0 0.498
C -3.95159 0.16579 0.85543 0.0 0.0 0.1 -1.619
P -3.59846 -0.11964 -0.89228 0.2 -0.4 0.1 1.457
C -4.31545 1.31943 -1.73452 0.0 0.1 0.0 -1.003
C -4.57040 -1.56906 -1.39632 0.1 0.1 -0.1 0.536
C -5.71523 -1.95748 -0.71171 -0.1 0.0 0.0 -0.961
C -6.45180 -3.04994 -1.15079 0.0 0.0 0.0 -0.872
C -6.05999 -3.74387 -2.28457 0.0 0.0 0.0 -0.872
C -4.91642 -3.36354 -2.97425 -0.1 0.0 0.0 -0.857
C -4.16244 -2.28693 -2.53046 0.1 0.0 0.1 -0.047
P -2.63193 -1.73675 -3.33262 0.0 0.0 0.5 1.356
C -3.25474 -0.66645 -4.66268 0.1 0.0 -0.1 -0.677
C -1.87327 -3.09993 -4.24818 0.0 0.0 -0.1 -1.673
H -3.71382 -0.72468 1.43539 0.0 0.0 0.0 0.383
H -5.00141 0.42752 0.99395 0.0 0.0 0.0 0.726
H -3.33251 0.99748 1.19274 0.0 0.0 0.0 0.164
H -5.39807 1.19645 -1.79076 0.0 0.0 0.0 0.556
H -3.90274 1.44732 -2.73117 0.0 0.0 0.0 -0.116
H -4.09267 2.21531 -1.15376 0.0 0.0 0.0 0.425
H -6.04399 -1.42414 0.17051 0.0 0.0 0.0 0.427
H -7.33270 -3.35653 -0.60363 0.0 0.0 0.0 0.469
H -6.63901 -4.58898 -2.63090 0.0 0.0 0.0 0.456
H -4.61976 -3.92650 -3.84971 0.0 0.0 0.0 0.435
H -3.69459 -1.30749 -5.42936 0.0 0.0 0.0 0.636
H -2.45278 -0.08046 -5.10737 0.0 -0.1 0.0 -0.289
H -4.03375 -0.00439 -4.29247 0.0 0.0 0.0 0.400
H -2.62410 -3.62266 -4.84129 0.0 0.0 0.0 0.627
H -1.37330 -3.80076 -3.58798 0.0 0.0 0.0 0.305
H -1.14850 -2.66569 -4.94013 0.0 0.0 0.0 0.445
C 0.28301 3.77405 -4.29307 -0.1 -0.1 -0.1 -1.019
Si -0.86591 2.40363 -4.82842 0.0 0.1 -0.2 0.411
C -0.17521 1.40651 -6.24613 0.0 0.1 0.1 -1.049
C -2.63256 2.96484 -5.07951 0.2 -0.1 0.0 -0.977
Se -0.83779 1.05494 -2.88573 0.3 -0.1 0.0 0.300
H 0.31262 4.52876 -5.08462 0.0 0.0 0.0 0.499
H 1.29992 3.41085 -4.13730 0.0 -0.1 0.0 0.256
H -0.03922 4.26301 -3.37396 -0.1 0.0 0.0 0.225
H -0.09733 2.07282 -7.11099 0.0 0.0 0.0 0.453
H -0.78674 0.55634 -6.54791 -0.1 0.0 0.0 0.364
H 0.82736 1.03980 -6.02243 0.0 0.0 0.0 0.253
H -2.62473 3.79758 -5.78842 0.0 0.0 0.0 0.503
H -3.09959 3.32519 -4.16244 0.1 0.0 0.0 0.273
H -3.26433 2.18409 -5.50376 0.0 0.0 0.0 0.342
C 3.58679 -1.77363 -4.13935 0.0 0.0 0.0 -1.588
C 2.97075 -0.95639 -3.02675 0.0 0.0 0.0 0.366
O 1.54075 -1.08222 -2.99074 0.1 -0.1 -0.1 0.153
H 4.67249 -1.68153 -4.13037 0.0 0.0 0.0 0.432
H 3.23372 -1.44059 -5.11610 0.0 0.0 0.0 0.347
H 3.34839 -2.83445 -4.02701 0.0 0.0 0.0 0.402
H 3.18712 0.10353 -3.16854 0.0 -0.1 0.0 0.058
H 3.37275 -1.26300 -2.05351 0.0 0.0 0.0 0.013
H 1.30877 -1.85340 -3.52061 0.0 0.0 0.1 -0.008
F -2.41285 -4.27909 -1.48139 0.2 -0.2 0.4 -0.071
C -1.60830 -4.47392 -0.42116 -0.1 0.0 0.0 0.251
F -2.36737 -4.73727 0.64408 0.2 0.0 -0.4 -0.198
F -0.80605 -5.50678 -0.67764 -0.3 0.2 0.0 -0.222
S -0.56154 -2.95687 -0.04090 -0.9 -0.2 -0.5 1.895
O -1.83300 -2.02630 0.23597 1.3 -0.7 -0.6 -0.633
O 0.14394 -3.72549 1.00176 0.0 -0.4 -0.2 -0.758
O -0.32436 -2.65979 -1.60245 -0.1 0.0 1.2 -0.746
```
Positions in Å, forces in eV/Å.